No. 1
The following is a DFT calculation (ωB97M-V with the def2-TZVPD basis set) of a 2-piece molecular cluster, C4H12N3 overall in a non-equilibrium geometry.

```
19
Properties=species:S:1:pos:R:3:forces:R:3:mulliken_spin:R:1
C -2.6801 -0.0058 -0.2808 -1.1934 -0.1765 -1.9021 -0.014
C 0.3968 0.9495 0.8055 -0.5477 -4.0036 3.0069 0.704
C 1.1871 -0.1794 0.3067 0.8604 -0.0827 -0.3711 0.007
C 0.7226 -1.6244 0.5035 -2.2212 1.3729 2.9543 0.091
N -1.5281 0.4740 -0.2767 -0.6293 -0.7283 -1.0797 0.207
N 1.2272 0.0667 -1.1170 2.4082 -2.2310 -2.8199 0.576
N 0.6439 2.1559 0.3556 1.9033 0.4159 -3.6743 0.363
H -3.4170 -0.0610 -1.1267 0.9947 0.2052 0.0876 0.024
H -3.0997 -0.5021 0.5502 -0.2106 -0.0466 1.6144 0.012
H -0.2977 0.6497 1.5222 -0.7205 0.8431 1.2709 0.002
H 2.1378 -0.0484 0.8150 1.0418 -0.0700 -0.8307 0.056
H 0.3213 -1.6807 1.5933 0.2470 0.1906 -1.7307 0.000
H 1.5268 -2.3447 0.5810 0.0099 -0.1816 -1.1813 -0.005
H -0.1500 -1.6573 -0.1777 0.6617 -1.3608 0.4068 0.003
H -1.0641 0.7217 -1.1553 -0.6523 0.5883 -0.0596 -0.004
H 2.1975 0.1074 -1.5031 -0.7502 0.7517 0.3098 -0.016
H 0.4305 2.9250 0.8625 -0.7334 2.8798 1.8631 -0.003
H 0.7775 -0.6166 -1.8164 -0.0162 1.3112 1.7009 -0.005
H 1.4177 2.2515 -0.3031 -0.4522 0.3224 0.4345 0.002
```
Forces are in eV/Å.

## Properties
* charge: +1
* expectation value of S²: 2.01
* energy above the lowest of the compared OMol25 structures with the same formula, charge and spin: 3.107 eV
* gap between HOMO and LUMO (alpha / beta): 6.715 / 5.178 eV
* max |F|: 5.04 eV/Å
* multiplicity: 3
* highest occupied orbital energy (alpha / beta): -9.6232 / -13.5470 eV
* E_tot: -323.37640 hartree

***

No. 2
The following is a DFT calculation (ωB97M-V with the def2-TZVPD basis set) of a 6-piece molecular cluster, C32H80B2F8N4O4 overall in a non-equilibrium geometry.

```
130
Properties=species:S:1:pos:R:3:forces:R:3:mulliken_charge:R:1
C 2.4788 1.2971 5.3505 0.0008 0.0085 0.5022 -1.444
C 1.2716 1.1645 4.4559 0.2875 0.3726 -0.6061 0.069
N -0.0174 0.9298 5.1948 -0.3738 0.1584 0.2506 0.643
C -1.0865 0.8351 4.1776 -0.9964 -0.2609 0.2119 -0.364
C 0.0150 -0.3241 6.0363 0.6900 -0.1996 -0.9164 -0.443
C 0.3646 -1.5673 5.2397 0.0493 -0.1720 0.4202 -1.292
C -0.3237 2.0362 6.1599 0.0707 -0.4484 0.8169 -0.818
C -0.7933 3.3325 5.5683 -0.1101 0.8916 -0.0399 -0.771
O 0.1101 3.7778 4.5778 -0.0133 -0.7506 0.3106 -0.265
C -0.3835 4.8218 3.8072 -0.1947 0.4591 -0.7473 -1.128
H 3.3804 1.4902 4.7739 -0.0584 -0.4254 -0.2621 0.428
H 2.5780 0.3789 5.9332 0.5241 0.0995 -0.0713 0.307
H 2.4586 2.1390 6.0477 -0.3474 -0.0543 -0.0770 0.347
H 1.3880 0.3450 3.7465 -0.0266 -0.0842 0.1060 0.357
H 1.0713 2.0562 3.8728 0.2483 -0.0274 -0.0362 0.063
H -1.0942 1.7426 3.5897 0.2924 -0.2107 -0.4721 0.052
H -2.0833 0.7363 4.6246 0.2974 0.1175 0.4769 0.300
H -0.9504 -0.0809 3.6190 0.3326 0.3856 -0.5295 -0.256
H -0.9906 -0.3972 6.4362 0.1080 -0.0939 0.4702 0.460
H 0.7994 -0.1248 6.7605 -0.4267 -0.1335 0.5169 0.520
H -0.3814 -1.7395 4.4689 0.2300 -0.3275 -0.1058 0.232
H 0.3688 -2.4117 5.9317 -0.2829 0.0033 -0.0254 0.486
H 1.3733 -1.5748 4.8281 -0.1206 0.2355 -0.2519 0.330
H 0.5314 2.1396 6.8264 0.1901 0.2198 -0.3559 0.562
H -1.0806 1.6107 6.8210 -0.3229 0.3474 -0.1425 0.397
H -0.8336 4.1151 6.3437 -0.0857 -0.4046 0.1882 0.503
H -1.8237 3.2437 5.1925 0.2106 -0.0555 -0.2425 0.366
H 0.4001 5.1046 3.1082 0.2405 0.1825 0.2620 0.397
H -0.6770 5.6690 4.4332 -0.0288 0.1157 -0.0952 0.435
H -1.2094 4.5159 3.1501 -0.2245 -0.1297 0.3550 0.342
C 2.5500 -4.9253 -6.8535 -0.7334 0.5659 -0.5499 -1.313
C 2.3445 -5.3248 -5.4129 0.3275 -0.3792 -0.8645 -0.312
N 2.0456 -4.1950 -4.4824 -0.5781 -1.0257 0.1469 0.888
C 0.7519 -3.5809 -4.8890 0.7798 0.9556 -0.4614 -0.857
C 1.8248 -4.8016 -3.1299 -0.6996 0.6888 1.0186 -0.059
C 2.9907 -5.4773 -2.4636 0.4272 -0.3448 0.3197 -1.417
C 3.1713 -3.2210 -4.4589 1.1709 -1.1209 0.1315 -0.891
C 3.1409 -2.2676 -3.3030 -0.4589 0.6669 -0.5779 -0.408
O 2.0309 -1.3958 -3.4384 -0.0444 -0.6666 0.7895 -0.421
C 2.0420 -0.4840 -2.3336 -0.0575 1.1483 -0.7793 -0.758
H 2.6381 -5.8201 -7.4645 0.2776 -0.0541 0.0580 0.444
H 3.3792 -4.2503 -7.0501 0.2930 -0.2817 0.1374 0.331
H 1.6684 -4.4080 -7.2441 0.0084 -0.1166 0.0161 0.348
H 3.2197 -5.8688 -5.0722 0.0258 0.1709 0.2719 0.255
H 1.4982 -6.0056 -5.3602 -0.0829 -0.0145 0.1584 0.353
H 0.9766 -2.9996 -5.7801 -0.3432 -0.0833 -0.1546 0.371
H 0.4922 -2.8506 -4.1315 -0.3396 -0.2186 0.1276 0.185
H 0.0340 -4.3617 -5.0955 -0.2235 -0.0319 0.1466 0.330
H 0.9629 -5.4685 -3.1698 0.1302 -0.1627 -0.5773 0.698
H 1.4351 -3.9757 -2.5290 0.2696 -0.1044 0.2052 -0.258
H 3.6026 -6.0707 -3.1423 -0.1284 -0.1226 0.0518 0.299
H 2.5661 -6.1527 -1.7207 0.1312 -0.0647 -0.0430 0.280
H 3.6675 -4.8330 -1.9023 -0.1842 0.2592 -0.1416 0.299
H 3.3140 -2.8244 -5.4586 -0.4339 0.5332 0.1018 0.529
H 4.0452 -3.8709 -4.3175 0.0358 0.2183 0.0942 0.406
H 4.0540 -1.6611 -3.3365 0.1408 -0.2670 0.1687 0.525
H 3.0767 -2.8241 -2.3653 0.2818 0.2567 0.1283 0.127
H 2.9440 0.1255 -2.4780 -0.0781 0.0480 0.5178 0.572
H 1.9988 -0.8949 -1.3218 0.1460 -0.4159 -0.2038 0.331
H 1.1861 0.1733 -2.4875 -0.0158 -0.0247 0.1435 0.082
C -2.3659 -0.7122 -2.0440 -0.3354 -0.2537 -1.2618 -1.216
C -2.6201 -1.3320 -0.7061 -0.6047 0.4246 0.7367 -0.123
N -1.9009 -2.6182 -0.4631 -0.3879 -0.1595 -0.4427 1.433
C -0.4622 -2.4418 -0.7608 0.1557 -0.1340 -0.0025 0.309
C -1.9710 -2.9482 0.9828 0.6175 -0.6718 0.8530 -0.086
C -3.3638 -3.1928 1.5045 -0.6645 1.0863 -0.3402 -1.563
C -2.4773 -3.6683 -1.3693 -0.4252 0.3295 0.4449 -0.836
C -2.1837 -5.0837 -0.9674 -0.9780 -0.4124 -0.4438 -1.119
O -0.8275 -5.2786 -0.9068 1.2496 -0.4477 -0.3896 0.103
C -0.4690 -6.5972 -0.5510 0.2804 -0.2836 1.8415 -0.998
H -2.6318 -1.3654 -2.8911 0.1776 -0.2379 0.3576 0.400
H -1.3347 -0.4089 -2.1999 -0.0871 0.3720 0.1712 0.045
H -3.0656 0.1021 -2.2264 0.3168 0.3880 0.4467 0.456
H -3.6855 -1.5164 -0.5559 0.0446 -0.2029 -0.1965 0.484
H -2.3353 -0.6942 0.1319 0.2592 0.2447 -0.3424 0.068
H 0.0470 -3.3530 -0.4707 0.2315 0.2680 0.3540 0.352
H -0.1897 -1.5734 -0.1662 0.7311 0.0463 -0.3301 -0.577
H -0.3559 -2.3637 -1.8394 0.1694 0.5569 0.0346 -0.312
H -1.4301 -2.1667 1.5224 -0.2831 0.2254 -0.1977 0.051
H -1.2874 -3.7912 1.1154 -0.3706 -0.1917 0.0103 0.424
H -3.3539 -3.5224 2.5384 0.1054 -0.5105 -0.1117 0.431
H -3.9451 -3.8249 0.8330 0.0742 -0.4548 0.4405 0.273
H -3.9502 -2.2645 1.5369 0.2509 0.0183 0.0006 0.367
H -2.0942 -3.4158 -2.3531 0.0352 -0.3057 -0.1124 0.431
H -3.5569 -3.5202 -1.3908 -0.0054 -0.0780 -0.0159 0.423
H -2.6470 -5.7129 -1.7436 0.0318 -0.0467 -0.0383 0.582
H -2.6689 -5.3926 -0.0373 -0.0398 0.2588 0.1873 0.468
H -1.0131 -7.3719 -1.0938 0.2331 0.1185 -0.4078 0.391
H -0.6578 -6.7837 0.5290 -0.4099 0.2218 -0.3979 0.333
H 0.6179 -6.6876 -0.5544 -0.1060 -0.0075 -0.7472 0.169
C -1.5913 6.9450 0.9313 -0.2529 1.6962 0.1538 -1.593
C -0.7245 5.8321 0.4267 -0.4148 -0.0018 -0.5101 -0.359
N -0.1338 6.0681 -0.9557 -0.3770 1.3800 0.6931 0.262
C 0.8456 7.1914 -0.7787 0.3947 -0.3536 -1.0193 -1.135
C 0.5175 4.8437 -1.4524 0.4094 -0.6477 -0.6342 -0.042
C 1.5850 4.3382 -0.5390 0.3412 -0.8098 1.0491 -1.195
C -1.1068 6.5718 -1.9607 -0.8382 0.2709 -0.0874 -0.663
C -2.3131 5.7071 -2.2324 -0.9806 -0.0617 -0.3083 -0.723
O -3.0542 5.3994 -1.0678 0.3015 -0.5080 -0.0778 -0.261
C -3.8258 4.1959 -1.1422 -0.1513 -0.0382 0.2429 -0.639
H -1.1642 7.9571 0.8974 0.4152 -0.3315 0.1059 0.356
H -1.8506 6.8062 1.9809 0.0341 -0.3192 -0.0485 0.345
H -2.5187 7.0727 0.3750 -0.0124 -0.5221 0.0982 0.324
H -1.3691 4.9656 0.3487 0.4576 -0.4796 0.1430 0.206
H 0.1824 5.6789 0.9919 -0.3130 -0.2418 0.5813 0.746
H 0.2934 8.1083 -0.6398 0.0496 0.1173 0.1684 0.526
H 1.3979 7.2421 -1.7182 0.1409 0.2127 0.1363 0.417
H 1.5275 6.9955 0.0374 -0.0483 -0.0066 0.1165 0.372
H 0.9253 5.1093 -2.4280 0.0149 -0.0453 -0.0968 0.331
H -0.2448 4.0822 -1.5927 -0.1719 -0.0114 0.0722 0.300
H 2.0317 3.3978 -0.8671 0.0002 0.2520 -0.5694 0.418
H 1.1664 3.9955 0.4146 0.0422 0.3569 -0.0628 0.028
H 2.3735 5.0674 -0.3661 0.1070 -0.0953 -0.0260 0.391
H -0.5966 6.7346 -2.9097 0.2340 -0.1454 0.0573 0.470
H -1.4383 7.5568 -1.6394 -0.0191 -0.0508 0.2107 0.427
H -2.0634 4.8125 -2.8075 0.1432 -0.1230 0.1623 0.533
H -2.9857 6.3057 -2.8638 0.3587 -0.0058 -0.2887 0.415
H -3.4433 3.4372 -0.4522 0.2121 0.1692 -0.0041 0.102
H -3.8125 3.7575 -2.1408 -0.0847 0.1542 -0.0725 0.354
H -4.8513 4.4273 -0.8457 0.0700 0.0184 -0.1882 0.317
B -0.1911 1.4442 0.6303 -0.3254 0.1302 0.2469 0.024
F -1.0611 1.9069 -0.4204 0.5898 -0.2694 0.3791 -0.393
F -0.8131 0.3082 1.2559 0.2172 0.5227 -0.3097 -0.489
F 1.0714 1.0942 0.1646 -0.6194 0.3692 -0.1183 -0.166
F -0.0901 2.5079 1.5944 -0.0812 -0.4656 -0.3526 -0.101
B 2.2112 -2.6053 1.5043 0.3909 -0.4854 0.1926 0.195
F 2.4428 -3.5601 0.4465 -0.1326 0.5659 0.0060 -0.149
F 3.2157 -2.7316 2.4764 -0.5780 -0.0054 -0.2695 -0.336
F 2.2005 -1.2893 1.0148 -0.1629 -0.4113 -0.1708 -0.145
F 0.9222 -2.9242 2.0427 0.1687 0.2279 0.0085 -0.408
```
Forces are in eV/Å.

## Properties
* charge: +2
* gap between HOMO and LUMO: 10.743 eV
* max |F|: 1.88 eV/Å
* highest occupied orbital energy: -14.1753 eV
* E_tot: -2635.71896 hartree

***

No. 3
The following is a DFT calculation (ωB97M-V with the def2-TZVPD basis set) of one molecule with the formula C3H6O2S2 in a non-equilibrium geometry.

```
13
Properties=species:S:1:pos:R:3:forces:R:3:mulliken_charge:R:1
C 1.7373 0.5804 -0.8031 0.0096 0.9108 -0.4316 -0.618
C 1.0828 -0.2864 -0.0466 1.1943 0.9747 -0.2799 -0.078
C 0.3581 0.0305 1.1716 -2.6842 -2.3877 1.9243 -0.335
O -1.1783 -0.5107 1.0359 2.1264 0.3386 1.2171 -0.320
S -1.7812 -0.1303 -0.3143 -1.0104 -2.1176 -2.0088 0.610
O -1.1832 1.0491 -0.8553 -0.0658 0.5105 -0.1557 -0.484
S -3.6703 -0.2663 -0.1593 0.3239 -0.0538 -0.1373 -0.310
H 2.2860 0.2456 -1.6717 0.1428 -0.1806 0.0353 0.263
H 1.7242 1.6850 -0.6951 -0.2002 -0.9496 0.2824 0.232
H 1.1790 -1.3395 -0.2496 -0.0645 -0.2760 -0.0414 0.361
H 0.0588 0.9402 1.6697 1.0870 0.8604 -0.7836 0.303
H 0.6525 -0.6892 1.9602 -0.0133 0.5056 -0.2905 0.211
H -1.2657 -1.3085 -1.0423 -0.8456 1.8648 0.6695 0.164
```
Forces are in eV/Å.

## Properties
* energy above the lowest of the compared OMol25 structures with the same formula, charge and spin: 3.847 eV
* gap between HOMO and LUMO: 9.785 eV
* max |F|: 4.08 eV/Å
* highest occupied orbital energy: -9.3123 eV
* E_tot: -1064.64427 hartree
* structure (SMILES): C=CCO[S@H](=O)=S